Entry 1:
{"formula": "C3H5NO2", "method": "wB97M-V/def2-TZVPD", "lumo_ev": -0.12, "homo_ev": -11.0286, "homo_lumo_gap_ha": 0.4007, "symbols": ["C", "C", "C", "N", "O", "O", "H", "H", "H", "H", "H"], "xyz": [[2.115, -0.185, 0.044], [-0.327, -0.640, 0.391], [0.796, 0.001, -0.445], [3.138, -0.322, 0.521], [0.589, 0.047, -1.805], [0.887, 1.780, 0.251], [-0.525, -1.575, -0.116], [-1.305, -0.062, 0.446], [-0.042, -0.850, 1.460], [0.233, 0.921, -1.704], [0.119, 1.750, 0.771]], "atomic_forces_ev_per_a": [[-0.1, -0.6, -0.4], [-0.2, 0.5, 0.7], [-1.1, 2.5, 2.5], [1.3, -0.3, 0.5], [0.6, -0.2, 1.8], [1.1, -3.0, -3.1], [-0.2, -0.4, 0.0], [1.4, -0.4, -0.5], [0.1, 0.3, -1.2], [-0.9, 1.7, -1.5], [-1.8, 0.1, 1.3]], "mulliken_charge": [0.08, -1.13, 0.79, -0.35, -0.44, -0.64, 0.35, 0.33, 0.35, 0.38, 0.28]}



Entry 2:
{"formula": "CH2ClFO", "method": "wB97M-V/def2-TZVPD", "lumo_ev": -0.84, "homo_ev": -10.6009, "homo_lumo_gap_ha": 0.3588, "symbols": ["C", "O", "F", "Cl", "H", "H"], "xyz": [[0.883, -1.089, 0.447], [-1.575, 0.695, -0.450], [1.809, -1.971, 0.037], [1.397, 0.472, 0.091], [-1.270, 0.217, 0.241], [-1.244, 1.677, -0.367]], "atomic_forces_ev_per_a": [[0.3, -1.8, -0.1], [-1.0, 5.3, -3.7], [-0.9, 1.4, 0.4], [0.9, 0.4, -0.2], [1.6, -2.1, 3.6], [-1.0, -3.2, 0.0]], "mulliken_charge": [0.02, -0.62, -0.07, 0.01, 0.33, 0.33]}



Entry 3:
{"formula": "C23H34LaN4O3S2", "method": "wB97M-V/def2-TZVPD", "lumo_ev": -2.91, "charge": 1, "homo_ev": -9.5227, "homo_lumo_gap_ha": 0.2430, "symbols": ["La", "S", "C", "N", "C", "C", "C", "N", "C", "C", "O", "H", "H", "H", "H", "H", "H", "H", "H", "H", "H", "H", "H", "C", "C", "N", "C", "C", "C", "O", "C", "C", "C", "C", "N", "C", "H", "H", "H", "H", "H", "H", "H", "H", "H", "H", "H", "H", "H", "H", "C", "S", "O", "C", "C", "C", "C", "C", "C", "H", "H", "H", "H", "H", "H", "H", "H"], "xyz": [[0.682, -1.383, -0.458], [-0.631, -2.717, -2.243], [-1.979, 0.121, -2.993], [-1.006, 1.240, -3.048], [-0.935, 1.981, -4.294], [0.179, 3.020, -4.322], [0.486, 3.573, -2.927], [0.588, 2.463, -1.928], [1.509, 2.559, -0.809], [-0.367, 1.475, -1.922], [-0.384, 0.672, -0.887], [-1.412, -0.743, -2.612], [-2.354, -0.110, -4.021], [-2.750, 0.393, -2.279], [-1.936, 2.378, -4.400], [-0.783, 1.281, -5.082], [-0.179, 3.912, -4.908], [1.088, 2.656, -4.819], [-0.185, 4.342, -2.487], [1.468, 4.064, -2.957], [2.196, 1.640, -0.861], [0.917, 2.509, 0.080], [2.042, 3.542, -0.917], [-2.993, 1.378, 0.934], [-3.103, 0.264, 1.944], [-2.999, 0.610, 3.369], [-4.068, 1.422, 4.033], [-3.725, 2.933, 4.183], [-2.087, 0.072, 4.241], [-2.174, 0.201, 5.478], [-0.864, -0.615, 3.714], [-0.219, -1.502, 4.593], [1.033, -1.982, 4.308], [1.622, -1.709, 3.082], [1.020, -0.871, 2.188], [-0.148, -0.305, 2.538], [-2.336, 1.037, 0.152], [-2.525, 2.280, 1.386], [-3.921, 1.734, 0.507], [-2.384, -0.556, 1.852], [-4.127, -0.225, 1.929], [-4.123, 0.949, 4.964], [-4.955, 1.342, 3.426], [-2.978, 3.121, 4.955], [-4.711, 3.345, 4.374], [-3.280, 3.331, 3.263], [-0.761, -1.690, 5.486], [1.494, -2.662, 4.977], [2.592, -2.012, 2.766], [-0.557, 0.464, 1.859], [2.111, -2.179, -3.978], [3.150, -1.236, -2.868], [2.185, -0.327, -2.022], [3.578, -2.560, -1.678], [2.689, -3.575, -1.358], [2.786, -4.244, -0.164], [3.962, -4.171, 0.552], [4.896, -3.223, 0.262], [4.714, -2.378, -0.859], [1.126, -2.457, -3.556], [2.641, -3.119, -4.288], [1.947, -1.481, -4.770], [1.944, -3.965, -2.033], [1.875, -4.694, 0.288], [4.193, -4.945, 1.317], [5.773, -3.034, 0.909], [5.455, -1.634, -1.156]], "atomic_forces_ev_per_a": [[-0.6, -0.3, -0.8], [0.3, -0.4, 1.2], [0.5, 0.2, -0.6], [-1.2, -1.2, 0.5], [0.1, 0.6, 0.8], [-0.9, 1.7, -0.1], [0.8, -0.6, 1.1], [-1.1, 0.3, -0.8], [0.9, -0.5, -1.0], [3.1, 0.0, 0.4], [-0.5, 1.2, -1.3], [-0.7, 0.1, -0.4], [0.2, 0.4, 1.0], [-0.5, -0.2, -0.2], [-0.1, 0.6, -0.4], [0.1, -0.7, -0.6], [0.4, -1.0, 0.2], [-0.3, -0.1, 0.4], [-0.1, -0.5, -0.8], [-0.2, -0.2, 0.0], [-0.6, 1.6, 0.3], [0.1, 0.2, 0.9], [-0.3, -1.2, 0.4], [0.9, 1.0, 0.5], [-1.9, -1.5, 1.7], [0.7, 0.6, 1.0], [1.8, 0.7, -1.8], [0.1, -1.2, -0.5], [-0.8, 1.0, 0.7], [0.1, -0.3, -1.8], [1.7, -0.4, -0.4], [-0.8, 1.2, -1.0], [0.3, -0.6, -0.8], [-1.5, 1.6, -0.4], [0.0, -0.3, 1.0], [-0.8, 0.2, 0.4], [0.1, 0.1, -0.5], [-0.1, -0.6, -0.2], [-0.4, -0.3, 0.0], [-0.3, 0.3, -0.7], [1.0, 0.4, -0.6], [-0.9, -0.4, 1.5], [-0.4, -0.3, 0.0], [-0.4, -0.1, 0.3], [0.3, 0.8, 0.2], [-0.5, 0.0, 0.0], [0.0, -0.4, 0.8], [0.5, -0.4, 0.6], [0.6, -0.6, 0.1], [0.4, -0.5, 0.1], [0.6, -0.8, -0.1], [-0.5, -0.6, 1.0], [1.1, -1.0, -0.9], [1.2, 0.5, 0.4], [-0.8, -0.1, -0.8], [-0.8, -0.4, 0.9], [0.1, -1.3, 1.6], [1.5, 1.7, -1.0], [-0.6, -0.1, -0.1], [0.3, 0.2, 0.4], [-0.2, 1.1, 0.1], [0.0, 0.1, -0.9], [-0.6, 0.8, -0.1], [0.9, -0.7, -0.9], [-0.5, 1.0, -0.2], [-0.5, -0.5, -0.6], [-0.2, 0.0, 0.4]], "mulliken_charge": [1.40, -0.85, -0.44, 0.15, -0.68, -0.57, -0.71, 0.17, -0.76, 0.31, -0.19, -0.33, 0.37, 0.28, 0.42, 0.39, 0.32, 0.33, 0.29, 0.43, 0.06, 0.25, 0.36, -0.63, -1.06, 0.18, -0.95, -0.94, 0.61, -0.67, 0.18, -0.60, -0.77, -0.39, -0.65, -0.19, -0.37, 0.25, 0.53, 0.64, 0.48, 0.57, 0.43, 0.31, 0.35, 0.23, 0.57, 0.44, 0.57, 0.87, -0.64, 0.25, -0.39, 0.78, -0.85, -0.34, -0.59, -0.42, -0.65, -0.04, 0.39, 0.38, 0.38, 0.54, 0.38, 0.40, 0.42]}



Entry 4:
{"formula": "C30H21IN5O6Se2V", "method": "wB97M-V/def2-TZVPD", "lumo_ev": [-4.67, -4.18], "charge": 1, "homo_ev": [-11.3951, -11.4796], "homo_lumo_gap_ha": [0.2471, 0.2684], "spin_multiplicity": 2, "symbols": ["V", "Se", "Se", "C", "C", "C", "C", "C", "N", "C", "C", "C", "C", "C", "N", "H", "H", "H", "H", "H", "H", "H", "H", "N", "C", "C", "C", "C", "C", "C", "C", "C", "C", "C", "C", "C", "C", "H", "H", "H", "H", "H", "H", "H", "H", "H", "H", "I", "O", "C", "O", "C", "C", "C", "C", "C", "C", "N", "O", "O", "N", "O", "O", "H", "H", "H"], "xyz": [[-0.470, 0.105, 0.417], [1.853, 2.790, -0.537], [1.489, 0.547, -1.163], [2.955, -0.248, -0.168], [4.208, -0.276, -0.755], [5.231, -0.871, -0.029], [4.945, -1.405, 1.215], [3.642, -1.333, 1.691], [2.656, -0.761, 1.007], [0.099, 3.246, 0.086], [-0.175, 4.609, 0.163], [-1.402, 5.015, 0.651], [-2.333, 4.054, 1.024], [-1.992, 2.726, 0.890], [-0.793, 2.326, 0.439], [4.378, 0.141, -1.738], [6.232, -0.919, -0.435], [5.712, -1.881, 1.810], [3.377, -1.752, 2.654], [0.562, 5.330, -0.163], [-1.634, 6.069, 0.727], [-3.307, 4.324, 1.403], [-2.685, 1.936, 1.153], [-1.706, 0.256, -0.785], [-2.641, 0.335, -1.646], [-4.018, 0.000, -1.240], [-4.221, -0.889, -0.180], [-5.508, -1.189, 0.227], [-6.593, -0.593, -0.403], [-6.395, 0.300, -1.448], [-5.111, 0.594, -1.874], [-2.305, 0.737, -3.025], [-2.912, 0.106, -4.110], [-2.537, 0.447, -5.399], [-1.578, 1.428, -5.610], [-0.981, 2.068, -4.531], [-1.333, 1.716, -3.241], [-3.370, -1.355, 0.300], [-5.668, -1.892, 1.033], [-7.599, -0.828, -0.080], [-7.243, 0.767, -1.931], [-4.952, 1.294, -2.684], [-3.652, -0.665, -3.942], [-2.994, -0.054, -6.242], [-1.296, 1.697, -6.619], [-0.241, 2.839, -4.697], [-0.882, 2.219, -2.394], [-0.159, -2.429, -0.192], [0.457, 0.812, 2.139], [-0.441, 0.219, 2.798], [-1.412, -0.275, 2.141], [-0.371, 0.073, 4.268], [0.651, 0.702, 4.969], [0.700, 0.541, 6.339], [-0.221, -0.220, 7.034], [-1.217, -0.834, 6.297], [-1.315, -0.705, 4.926], [-2.218, -1.659, 7.007], [-2.137, -1.710, 8.212], [-3.034, -2.239, 6.324], [1.784, 1.207, 7.092], [2.570, 1.871, 6.452], [1.791, 1.062, 8.292], [1.393, 1.300, 4.460], [-0.166, -0.332, 8.106], [-2.106, -1.203, 4.384]], "atomic_forces_ev_per_a": [[0.3, 0.0, 0.0], [0.0, 0.0, 0.0], [0.1, 0.0, -0.1], [0.0, 0.0, 0.0], [0.0, 0.0, 0.0], [0.0, 0.0, 0.0], [0.0, 0.0, 0.0], [0.0, 0.0, 0.0], [0.0, 0.1, 0.0], [0.0, 0.0, 0.0], [0.0, 0.0, 0.0], [0.0, 0.0, 0.0], [0.0, 0.0, 0.0], [0.0, 0.0, 0.0], [0.0, -0.2, 0.0], [0.0, 0.0, 0.0], [0.0, 0.0, 0.0], [0.0, 0.0, 0.0], [0.0, 0.0, 0.0], [0.0, 0.0, 0.0], [0.0, 0.0, 0.0], [0.0, 0.0, 0.0], [0.0, 0.0, 0.0], [-0.4, 0.0, -0.2], [-0.1, 0.0, 0.0], [0.0, 0.0, 0.0], [0.0, 0.0, 0.0], [0.0, 0.0, 0.0], [0.0, 0.0, 0.0], [0.0, 0.0, 0.0], [0.0, 0.0, 0.0], [0.0, 0.0, 0.0], [0.0, 0.0, 0.0], [0.0, 0.0, 0.0], [0.0, 0.0, 0.0], [0.0, 0.0, 0.0], [0.0, 0.0, 0.0], [0.0, 0.0, 0.0], [0.0, 0.0, 0.0], [0.0, 0.0, 0.0], [0.0, 0.0, 0.0], [0.0, 0.0, 0.0], [0.0, 0.0, 0.0], [0.0, 0.0, 0.0], [0.0, 0.0, 0.0], [0.0, 0.0, 0.0], [0.0, 0.0, 0.0], [0.0, 0.2, 0.1], [0.1, -0.2, 0.0], [0.0, 0.0, 0.3], [-0.3, -0.1, 0.1], [0.0, 0.1, 0.0], [0.0, 0.0, 0.0], [0.0, -0.1, -0.1], [0.0, 0.0, 0.0], [0.0, 0.1, -0.1], [0.0, 0.0, 0.0], [0.1, -0.1, 0.0], [0.0, 0.0, 0.1], [-0.1, 0.0, 0.0], [-0.1, 0.2, 0.0], [0.1, 0.0, 0.0], [0.0, -0.1, 0.1], [0.0, 0.0, 0.0], [0.0, 0.0, 0.0], [0.0, 0.0, 0.0]], "mulliken_spin": [1.41, 0.00, -0.02, 0.00, 0.00, 0.00, 0.00, 0.00, 0.00, 0.00, 0.00, 0.00, 0.00, 0.01, -0.03, 0.00, 0.00, 0.00, 0.00, 0.00, 0.00, 0.00, 0.00, -0.32, 0.00, 0.00, 0.00, 0.00, 0.00, 0.00, 0.00, -0.01, 0.00, 0.00, 0.00, 0.00, 0.01, 0.00, 0.00, 0.00, 0.00, 0.00, 0.00, 0.00, 0.00, 0.00, 0.00, -0.03, -0.02, 0.00, -0.02, -0.01, 0.00, 0.00, 0.00, 0.00, 0.00, 0.00, 0.00, 0.00, 0.00, 0.00, 0.00, 0.00, 0.00, 0.00]}



Entry 5:
{"formula": "C37H37BO2S", "method": "wB97M-V/def2-TZVPD", "lumo_ev": -0.50, "homo_ev": -6.9471, "homo_lumo_gap_ha": 0.2369, "symbols": ["C", "C", "C", "C", "C", "B", "C", "C", "C", "C", "C", "S", "O", "C", "C", "C", "C", "C", "C", "O", "C", "C", "H", "H", "H", "H", "H", "H", "H", "H", "H", "H", "H", "H", "H", "H", "H", "H", "H", "H", "H", "H", "H", "H", "H", "H", "C", "C", "C", "C", "C", "C", "C", "C", "C", "C", "C", "C", "C", "C", "C", "C", "C", "C", "C", "H", "H", "H", "H", "H", "H", "H", "H", "H", "H", "H", "H", "H"], "xyz": [[-1.145, -5.388, 3.793], [-1.038, -3.942, 3.401], [0.212, -3.328, 3.305], [0.325, -1.957, 3.090], [-0.844, -1.158, 2.973], [0.307, 1.036, -1.774], [-0.770, 0.267, 3.053], [0.313, 1.075, 3.407], [-0.062, 2.294, 4.035], [-1.426, 2.544, 3.964], [-2.140, 3.578, 4.754], [-2.208, 1.318, 3.048], [1.599, 1.547, -1.749], [1.515, 2.885, -1.268], [2.259, 2.957, 0.066], [2.253, 3.687, -2.328], [-0.064, 3.188, -1.149], [-0.494, 3.757, 0.190], [-0.663, 4.054, -2.262], [-0.691, 1.894, -1.289], [-2.088, -1.820, 2.936], [-2.185, -3.182, 3.132], [-2.197, -5.694, 3.883], [-0.664, -6.050, 3.051], [-0.651, -5.563, 4.760], [1.094, -3.962, 3.424], [1.299, -1.475, 3.026], [1.332, 0.729, 3.307], [0.607, 2.961, 4.579], [-1.402, 4.091, 5.380], [-2.638, 4.313, 4.105], [-2.898, 3.120, 5.417], [2.351, 4.000, 0.404], [1.757, 2.371, 0.845], [3.272, 2.557, -0.056], [2.244, 4.758, -2.114], [3.294, 3.349, -2.354], [1.806, 3.504, -3.311], [0.033, 4.699, 0.384], [-1.568, 3.969, 0.159], [-0.317, 3.057, 1.008], [-0.252, 5.068, -2.251], [-0.527, 3.624, -3.261], [-1.740, 4.143, -2.087], [-2.990, -1.234, 2.742], [-3.145, -3.704, 3.089], [0.355, -0.525, -1.004], [-0.632, -1.420, -0.452], [-0.250, -2.759, -0.155], [-1.160, -3.797, -0.138], [-2.516, -3.518, -0.283], [-2.949, -2.188, -0.425], [-2.026, -1.152, -0.457], [-0.195, -0.136, -2.736], [0.881, -0.590, -3.559], [0.832, -0.456, -4.943], [-0.355, 0.001, -5.530], [-1.503, 0.222, -4.746], [-1.434, 0.136, -3.362], [1.966, -1.090, -2.743], [1.680, -1.112, -1.342], [2.642, -1.672, -0.494], [3.870, -2.116, -1.011], [4.122, -2.078, -2.394], [3.158, -1.573, -3.268], [0.807, -2.999, -0.052], [-0.783, -4.813, -0.016], [-3.230, -4.342, -0.295], [-4.021, -1.964, -0.512], [-2.351, -0.098, -0.532], [1.717, -0.689, -5.537], [-0.406, 0.160, -6.603], [-2.444, 0.489, -5.229], [-2.307, 0.324, -2.742], [2.450, -1.743, 0.572], [4.629, -2.493, -0.328], [5.070, -2.437, -2.794], [3.315, -1.508, -4.347]], "atomic_forces_ev_per_a": [[0.0, -0.4, -0.1], [-0.2, 0.3, -0.2], [-0.1, 0.2, 0.0], [-0.7, 0.1, 0.0], [0.2, -2.0, -0.3], [0.2, 0.0, 4.5], [0.5, 3.1, -0.1], [-0.8, -1.0, 0.1], [-1.1, 0.4, -0.4], [1.7, -0.5, 0.1], [-0.5, 0.4, -0.1], [0.2, -1.0, 0.8], [-0.6, 0.5, -0.7], [-0.1, 0.3, -0.2], [0.0, 0.1, 0.2], [-0.1, 0.5, 0.0], [-0.1, -0.1, -0.2], [0.0, 0.2, 0.1], [0.2, 0.2, -0.1], [0.8, 0.5, -0.5], [0.2, 0.5, -0.2], [0.5, -0.6, 0.2], [0.3, 0.1, 0.0], [-0.1, 0.2, 0.3], [-0.2, 0.0, -0.3], [-0.1, 0.3, 0.0], [-0.1, -0.2, 0.1], [0.0, -0.1, 0.4], [-0.1, -0.3, -0.2], [-0.2, 0.0, -0.1], [0.0, -0.1, 0.3], [0.3, 0.2, -0.3], [-0.1, -0.3, 0.0], [0.1, 0.1, -0.2], [-0.2, 0.0, -0.1], [0.0, 0.0, -0.1], [-0.2, 0.0, 0.0], [0.1, 0.1, 0.2], [-0.1, -0.1, 0.1], [0.1, 0.0, 0.0], [0.1, 0.1, -0.1], [0.0, -0.1, -0.1], [0.1, 0.0, 0.2], [0.1, -0.1, 0.0], [0.2, -0.2, 0.2], [0.2, 0.3, 0.1], [0.3, 0.7, -2.5], [-1.5, -1.7, 0.1], [0.2, 0.6, -0.4], [-0.3, 0.3, 0.4], [-0.4, 0.1, -0.3], [0.0, -0.4, 0.3], [0.5, 0.6, 0.0], [0.6, -2.7, -1.4], [-0.4, 0.6, 0.9], [-0.4, 0.2, -0.3], [0.4, -0.3, 0.6], [0.1, 0.0, 0.2], [0.0, 0.0, 0.1], [0.4, -0.5, 0.3], [-0.1, 0.0, -1.3], [0.3, 0.5, -0.2], [-0.5, 0.2, -0.4], [0.0, 0.1, 0.0], [0.3, 0.1, 0.6], [-0.4, 0.0, -0.1], [-0.3, 0.2, 0.0], [0.1, 0.3, 0.0], [0.5, -0.1, 0.1], [0.2, -0.7, -0.1], [-0.4, 0.1, 0.0], [0.0, -0.1, 0.1], [0.3, -0.1, 0.2], [0.1, 0.1, -0.2], [0.1, 0.1, -0.1], [-0.2, 0.0, -0.2], [-0.2, 0.1, 0.2], [0.2, -0.2, 0.4]], "mulliken_charge": [-1.44, 1.11, -0.81, -0.18, 1.07, 2.01, 0.02, -0.34, -1.01, 0.87, -1.26, -0.23, -0.35, 1.71, -1.92, -1.96, 1.69, -1.54, -2.09, -0.54, -0.46, -1.15, 0.39, 0.29, 0.34, 0.35, 0.17, 0.46, 0.33, 0.37, 0.29, 0.28, 0.42, 0.14, 0.46, 0.39, 0.41, 0.34, 0.36, 0.44, -0.08, 0.40, 0.31, 0.46, 0.24, 0.27, -0.43, 0.49, -0.60, -0.94, -0.60, -1.02, 0.23, 0.71, 0.13, -0.98, -0.84, -0.79, -0.47, 1.07, 0.16, -0.29, -0.76, -0.90, -0.70, 0.38, 0.45, 0.39, 0.40, 0.60, 0.40, 0.43, 0.42, 0.40, 0.45, 0.45, 0.38, 0.34]}



Entry 6:
{"formula": "CH3F2N2P", "method": "wB97M-V/def2-TZVPD", "lumo_ev": -1.26, "homo_ev": -10.9774, "homo_lumo_gap_ha": 0.3572, "symbols": ["C", "N", "N", "F", "F", "P", "H", "H", "H"], "xyz": [[0.906, 0.272, 0.526], [1.844, 0.462, -0.269], [-1.454, -0.033, -1.474], [-1.016, -1.799, 1.349], [-1.545, 0.928, 0.780], [-0.778, -0.096, -0.138], [0.791, -0.150, 1.518], [2.726, 0.607, 0.174], [-1.474, -0.192, -2.467]], "atomic_forces_ev_per_a": [[-0.9, -2.4, -0.7], [-0.6, 0.8, -0.5], [0.7, -0.2, 0.7], [0.6, 2.9, -2.6], [0.3, -0.8, 0.2], [-2.1, -0.6, 1.1], [0.8, 0.8, 0.9], [1.0, -0.1, 0.6], [0.3, -0.4, 0.4]], "mulliken_charge": [0.01, -0.47, -0.47, -0.59, -0.24, 0.86, 0.35, 0.28, 0.28]}



Calculated molecular weight (u), listed in the same order as above: 87.1, 84.5, 617.6, 883.3, 556.6, 112.0
Calculated energy relative to the best compared isomer or geometry (same formula, charge and spin) (kJ/mol), listed in the same order as above: 340.5, 273.9, 31.9, 40.3, 0.0, 270.1